The following is a quantum chemistry calculation of a cluster of 7 separate species, C26H67NO10P in total at a distorted geometry, from OMol25.

**DFT total energy**: -59296.2391 eV
**Lowest unoccupied orbital energy**: -2.35 eV
**Total charge**: +1
**Orbital gap**: 9.6 eV
**F_max**: 0.0233 Eh/bohr

Last column: Mulliken charge in e.
Cartesian coordinates (Å):
C  2.345  -1.679  0.644  -1.4512
C  2.071  -0.611  -0.403  -0.6633
N  0.686  -0.838  -0.960  -0.1038
P  0.094  0.346  -1.937  0.2709
C  0.359  1.975  -1.293  -0.8629
C  -0.404  2.236  0.028  0.8774
O  0.532  2.677  1.014  -0.4699
C  0.526  1.950  2.172  -0.0108
O  1.161  0.938  2.295  -0.4546
O  -1.435  0.164  -2.214  -0.2773
C  -2.280  -0.893  -1.645  -0.5338
C  -3.012  -0.422  -0.384  1.1236
C  -2.369  -0.887  0.914  -1.3910
O  -4.327  -0.967  -0.374  -0.5787
H  3.277  -1.473  1.167  0.3845
H  2.416  -2.664  0.182  0.3416
H  1.536  -1.692  1.377  0.3077
H  2.136  0.380  0.040  0.4231
H  2.811  -0.728  -1.200  0.5702
H  0.738  -1.685  -1.526  0.3766
H  0.715  0.301  -3.189  0.1148
H  0.017  2.643  -2.088  0.4133
H  1.431  2.122  -1.157  0.5887
H  -1.171  2.986  -0.137  -0.0890
H  -0.891  1.318  0.370  -0.3379
H  -0.084  2.382  2.974  0.5501
H  -3.015  -1.096  -2.424  0.4682
H  -1.709  -1.806  -1.487  0.3008
H  -3.085  0.672  -0.429  -0.3891
H  -2.666  -0.227  1.732  0.3446
H  -2.749  -1.880  1.154  0.4566
H  -1.280  -0.888  0.870  0.1677
H  -4.816  -0.669  -1.149  0.3497
C  6.315  -5.324  1.108  -1.3302
C  4.896  -4.872  1.411  0.5674
C  4.037  -5.996  1.959  -1.2836
O  4.293  -4.308  0.235  -0.4024
H  6.308  -6.114  0.351  0.3365
H  6.912  -4.495  0.723  0.1987
H  6.804  -5.714  2.000  0.4498
H  4.923  -4.053  2.131  0.2310
H  3.962  -6.809  1.230  0.3314
H  3.027  -5.649  2.175  0.2402
H  4.461  -6.402  2.878  0.4068
H  4.249  -5.006  -0.430  0.2836
C  -3.688  5.818  -2.445  -1.4454
C  -3.076  4.557  -1.860  0.6462
C  -3.975  3.349  -2.068  -0.3324
O  -2.781  4.738  -0.470  -0.5234
H  -4.638  6.037  -1.952  0.3519
H  -3.027  6.671  -2.293  0.3989
H  -3.878  5.706  -3.512  0.3417
H  -2.106  4.374  -2.331  0.0793
H  -4.934  3.496  -1.568  0.3903
H  -3.515  2.450  -1.646  -0.4247
H  -4.178  3.179  -3.124  0.2630
H  -3.610  4.916  -0.012  0.3323
C  -7.440  4.405  -6.021  -1.3212
C  -6.847  3.138  -5.428  0.5380
C  -7.735  1.929  -5.673  -1.3630
O  -6.600  3.307  -4.027  -0.4626
H  -8.407  4.622  -5.560  0.3592
H  -6.785  5.258  -5.840  0.3075
H  -7.591  4.306  -7.096  0.3829
H  -5.863  2.959  -5.865  0.2242
H  -8.711  2.076  -5.202  0.3664
H  -7.290  1.031  -5.246  0.3163
H  -7.894  1.765  -6.739  0.3831
H  -7.449  3.470  -3.603  0.2910
C  7.778  -2.583  -1.898  -1.0823
C  6.400  -1.958  -2.040  0.3229
C  6.008  -1.162  -0.810  -0.6023
O  5.404  -2.954  -2.284  -0.5921
H  7.796  -3.266  -1.044  0.1330
H  8.032  -3.156  -2.789  0.3160
H  8.544  -1.823  -1.742  0.3827
H  6.384  -1.316  -2.922  0.3497
H  5.967  -1.820  0.062  0.1635
H  5.010  -0.745  -0.955  -0.1658
H  6.704  -0.350  -0.598  0.4574
H  5.374  -3.515  -1.499  0.3764
C  -0.810  -7.234  2.801  -1.3053
C  -0.230  -6.154  3.699  0.3698
C  -1.313  -5.266  4.290  -1.1706
O  0.729  -5.368  2.985  -0.4450
H  -1.344  -6.781  1.961  0.3320
H  -0.017  -7.862  2.394  0.3182
H  -1.510  -7.868  3.346  0.3949
H  0.336  -6.620  4.507  0.2643
H  -1.861  -4.757  3.490  0.2452
H  -0.875  -4.503  4.933  0.3213
H  -2.027  -5.847  4.874  0.3779
H  0.267  -4.935  2.260  0.2690
C  1.903  6.481  4.251  -1.1621
C  0.676  5.886  4.922  0.3776
C  1.021  4.657  5.747  -1.1167
O  -0.319  5.567  3.945  -0.4939
H  2.352  5.752  3.569  0.2547
H  1.632  7.361  3.668  0.3132
H  2.657  6.768  4.985  0.3850
H  0.215  6.636  5.565  0.2994
H  1.437  3.872  5.107  0.2038
H  0.129  4.254  6.227  0.3031
H  1.755  4.888  6.519  0.3880
H  0.071  4.919  3.350  0.2712